No. 1
Below is C46H38ILaN6O6S7 as an isolated structure in a non-equilibrium geometry, with properties calculated with wB97M-V/def2-TZVPD.

```
105
Properties=species:S:1:pos:R:3:mulliken_charge:R:1
La 0.27151 -0.48006 0.04238 2.093
I -3.89732 -3.58118 -4.50239 0.100
S -1.33807 -2.25296 1.57406 -0.330
S 0.57293 0.68563 3.56096 2.100
S 1.78161 -2.84457 0.17323 -0.676
S -0.83720 -4.77396 3.07306 -0.097
S -1.98792 2.22524 1.10802 0.113
S 1.77775 -5.29572 1.88558 -0.228
S -2.25827 1.33251 3.76106 0.932
O 3.08121 2.15142 -1.92061 -0.533
O 0.67858 -6.83650 3.72910 -0.646
O 2.59364 0.72847 -0.25996 -0.563
O 0.41000 1.29041 -1.70986 -0.008
O 1.54266 -0.75726 -2.78515 -0.246
O -1.05144 1.62480 -3.38349 -0.748
N -1.50279 -1.42973 -1.74676 -0.213
N -0.79407 1.34766 4.21086 0.128
N -1.66795 1.01746 0.36053 0.906
N -2.59965 -0.65913 -1.80799 0.657
N 0.75079 0.50416 2.13908 -0.362
N -2.76013 2.15204 2.54586 -0.090
C 0.94049 -3.83793 1.35306 0.342
C -4.53363 -1.77029 2.69750 -0.693
C -4.69720 4.91061 -1.29518 -0.575
C -2.98807 -0.25716 3.68771 0.514
C 0.22376 5.19028 2.80298 -0.950
C -3.52607 -1.14916 -2.63860 -0.180
C 3.79655 2.97798 3.90496 -0.849
C 1.44120 -1.80451 3.92129 -0.224
C 2.49775 3.41105 5.89053 -0.990
C -0.08282 1.07584 -2.88022 0.440
C -3.06915 3.83609 6.78104 -1.114
C -0.81042 4.30547 2.54329 -0.336
C 1.71120 1.86621 4.24708 0.230
C 0.47732 -0.79318 5.91706 -0.561
C 3.62841 3.64063 5.11189 -0.597
C 1.36430 -3.02774 5.99169 -0.854
C -0.26571 -3.60185 1.89306 -0.318
C -5.04083 2.49890 6.42302 -0.848
C -2.66385 -1.17087 4.68388 -0.565
C 0.75336 -1.94771 6.62796 -0.728
C -3.28940 -2.40234 4.66889 -0.810
C 0.45156 3.37857 0.69525 0.924
C -1.73821 -2.44581 -2.56432 -0.579
C 0.57131 -5.84076 3.05254 0.543
C 1.70817 -2.95685 4.65124 -0.853
C 0.82539 -0.74456 4.56803 0.545
C -4.39796 1.80352 5.40871 -0.640
C 2.83186 2.08314 3.46007 -0.369
C -2.88747 3.33324 -1.11468 -0.293
C -4.90232 4.85889 0.07898 -0.804
C 2.78504 -0.14028 -2.51674 -0.946
C 1.37166 5.16971 2.01942 -0.833
C -4.10326 4.05063 0.87451 -0.364
C -3.00355 -2.31633 -3.15560 -0.949
C -3.69617 4.15333 -1.88847 -0.923
C -2.40977 3.15080 5.77274 -0.155
C 1.47640 4.27524 0.96546 -1.070
C -3.08652 2.13732 5.10734 0.299
C -4.37893 3.50743 7.10821 -0.670
C -4.22359 -2.69679 3.68032 -0.621
C 1.52895 2.51830 5.46173 -0.345
C 2.72353 0.95687 -1.45208 0.996
C -3.91200 -0.53064 2.68779 -0.276
C -3.10752 3.30029 0.25846 0.242
C 0.67981 0.00095 -3.63917 -0.864
C -0.67449 3.39108 1.50026 0.059
H 1.26030 0.46550 -4.44100 0.470
H 4.38258 4.33881 5.45272 0.413
H 2.16853 -3.80248 4.15565 0.737
H -4.69394 -3.67188 3.66454 0.407
H 1.68274 -1.74259 2.86545 0.341
H -1.70351 4.31560 3.15304 0.526
H 3.01970 2.77692 -1.18091 0.377
H -2.55623 4.62635 7.31424 0.474
H 2.37700 4.27072 0.36123 0.306
H -1.00184 -3.22617 -2.68419 0.567
H 1.56222 -3.93708 6.54536 0.445
H 4.67803 3.15873 3.30258 0.475
H -3.03049 -3.14366 5.41413 0.436
H -1.39069 3.39358 5.50045 0.416
H -0.02894 -0.69597 -4.07574 0.277
H -4.12206 0.19819 1.92030 0.441
H -5.23974 -2.01973 1.91667 0.471
H -2.11342 2.72471 -1.58074 0.411
H 2.91901 1.57154 2.50747 0.385
H -5.68989 5.44642 0.53297 0.434
H -2.61858 0.16872 -1.21598 -0.171
H 0.48732 -2.01087 7.67592 0.456
H -0.00472 0.04961 6.39703 0.226
H 2.37150 3.93021 6.83230 0.453
H -4.90913 1.01338 4.87476 0.487
H -4.46639 -0.65214 -2.81184 0.523
H 3.22698 0.26342 -3.42850 0.379
H 0.13524 5.89544 3.62024 0.453
H -1.92187 -0.93724 5.43619 0.341
H -5.32576 5.54495 -1.90778 0.399
H -4.25514 3.99301 1.94352 0.414
H 0.50969 2.68870 -0.13968 0.070
H -3.53985 4.18875 -2.95934 0.531
H 0.64721 2.33168 6.05969 0.377
H 2.18364 5.85450 2.23136 0.420
H 3.42682 -0.91821 -2.10512 0.307
H -6.06100 2.24421 6.67897 0.446
H -4.88522 4.04024 7.90304 0.403
```

Summary:
ΔE to the lowest compared entry with this formula, charge and spin ... 0.0 kJ/mol
Gap between HOMO and LUMO ... 5.74 eV
LUMO energy ... -0.25 eV
Highest occupied orbital energy ... -5.99 eV

***

No. 2
Below is C46H38IrN10O4 as an isolated structure in a non-equilibrium geometry, with properties calculated with wB97M-V/def2-TZVPD.

```
99
Properties=species:S:1:pos:R:3:lowdin_spin:R:1
Ir 0.20014 -0.81751 -0.76939 2.869
O -0.71059 1.31784 -1.51454 0.095
O 0.95306 -0.33450 5.57974 0.000
O 2.71728 2.05565 -1.93627 0.034
O 1.51093 0.84611 -0.46914 0.203
N 1.88741 0.89776 7.13177 0.000
N -2.92097 -1.36139 2.27744 0.005
N -3.49771 -0.29677 1.68133 0.005
N 0.51298 0.96195 7.29022 0.000
N 1.56192 -1.82159 0.73928 0.102
N 2.83671 -3.38496 1.68983 0.004
N 3.44042 -2.17562 1.74070 0.003
N -1.60665 -0.85975 0.63626 0.083
N -1.07176 -1.48396 -2.43943 0.139
N 1.55180 -1.66586 -2.23609 0.155
C -2.39153 0.68537 6.77443 0.000
C -3.46681 -1.90871 3.52401 0.001
C 0.21727 2.06559 -3.58379 0.000
C 1.97322 -2.16734 -4.40100 0.080
C 1.14077 2.28625 -5.80091 0.000
C -4.55054 -2.61503 -5.98643 0.001
C -1.18879 1.81035 -5.53977 0.000
C 0.00146 0.23270 6.36292 0.000
C 1.02870 4.58702 -2.02454 0.000
C 0.97425 5.87354 -1.51539 0.000
C 3.41951 -0.94885 4.32501 0.000
C -3.35787 -3.12860 -3.96415 0.001
C -0.10417 2.06151 -6.36621 0.000
C -3.78131 -0.84119 -4.55658 0.002
C 2.88286 -1.85887 -2.38462 0.087
C 0.06882 6.20094 -0.51431 0.000
C 5.80916 -0.78270 4.29955 0.000
C -2.53287 -1.31937 -2.42747 0.012
C 4.56704 0.22052 6.09785 0.000
C -4.44113 -1.26176 -5.70461 0.000
C 2.10631 0.13049 6.12167 0.000
C 3.18401 -2.17244 -3.71044 0.016
C -1.76911 -0.85774 5.03284 0.000
C 4.72086 -2.01329 2.42113 0.001
C -3.23965 -1.77035 -3.67742 0.005
C -1.40810 0.00480 6.05876 0.000
C -0.73831 3.93706 -0.54878 0.000
C -4.00789 -3.55046 -5.11286 0.000
C 1.67748 1.65637 -1.48037 0.019
C -0.79520 5.23057 -0.04015 0.000
C 4.62973 -1.22472 3.71044 0.000
C 1.30570 2.28480 -4.42102 0.001
C -1.02948 1.81243 -4.16190 0.000
C -2.68511 -0.02250 0.69469 0.008
C -3.10539 -1.02682 4.69595 0.000
C 3.38616 -0.21699 5.51010 0.000
C -0.41132 -1.73614 -3.53335 0.011
C 0.30357 2.16973 -2.07153 0.005
C 0.98031 -1.84839 -3.46020 0.006
C 0.18167 3.59635 -1.53696 0.002
C 2.67704 -1.24736 1.17302 0.007
C 1.71369 -3.13761 1.06961 0.010
C -1.79769 -1.68857 1.65429 0.012
C 5.77639 -0.07254 5.48934 0.000
C -3.72197 0.50852 6.44190 0.000
C -4.08116 -0.33470 5.39640 0.000
H -4.48885 1.04089 6.98931 0.000
H -3.05837 -2.91164 3.63980 0.000
H -2.91484 -1.86971 -1.56518 0.000
H 2.92724 -0.20154 1.06721 0.000
H -1.46244 3.22342 -0.16867 0.000
H -2.87415 0.77514 -0.00718 0.000
H -4.87244 -0.53173 -6.37818 0.000
H -4.54460 -1.97662 3.40613 0.000
H 6.70139 0.26152 5.94068 0.000
H 5.42149 -1.53442 1.73895 0.000
H 1.64590 6.62773 -1.90597 0.000
H 0.99259 -3.90370 0.83142 0.000
H 3.57188 -1.74834 -1.55933 0.004
H 6.76088 -0.99525 3.82452 0.000
H -2.16697 1.62115 -5.96488 0.000
H -2.09485 1.34977 7.57524 0.000
H -0.81180 1.58498 -0.58962 0.001
H 4.16747 -2.37858 -4.09977 0.001
H -0.91983 -1.87258 -4.48347 0.003
H -2.93947 -3.85791 -3.27728 0.000
H 1.80981 -2.35550 -5.45203 0.004
H 1.74533 4.34787 -2.79871 0.000
H -1.88331 1.63335 -3.52320 0.000
H -0.99258 -1.38630 4.49041 0.000
H -1.15209 -2.50301 1.94316 0.000
H -5.06113 -2.94144 -6.88271 0.000
H 4.52069 0.78959 7.01692 0.000
H -0.22479 2.07671 -7.44210 0.000
H 2.00076 2.46581 -6.43327 0.000
H -5.12414 -0.44622 5.12358 0.000
H 5.07490 -3.02215 2.61938 0.000
H -1.52433 5.47224 0.72330 0.000
H 2.29126 2.42818 -4.00163 0.000
H -4.09807 -4.60741 -5.32739 0.000
H 2.48610 -1.29302 3.89757 0.000
H -2.74552 -0.26134 -2.24885 0.000
H 0.04201 7.20325 -0.10692 0.000
H -3.69066 0.21753 -4.34207 0.000
```

Summary:
ΔE to the lowest compared entry with this formula, charge and spin ... 15.7 kJ/mol
Spin multiplicity ... 5
Charge ... +1
Gap between HOMO and LUMO (spin up / spin down) ... 8.13 / 5.74 eV
LUMO energy (spin up / spin down) ... -2.23 / -4.82 eV
Highest occupied orbital energy (spin up / spin down) ... -10.36 / -10.56 eV